{"formula": "C18H42NO2P2Si2V", "method": "ωB97M-V/def2-TZVPD", "elements": ["V", "P", "C", "C", "N", "C", "C", "C", "C", "C", "P", "H", "H", "H", "H", "H", "H", "H", "H", "O", "H", "H", "O", "H", "C", "H", "H", "H", "C", "H", "H", "H", "C", "H", "H", "H", "C", "H", "H", "H", "C", "Si", "C", "C", "C", "Si", "C", "C", "C", "H", "H", "H", "H", "H", "H", "H", "H", "H", "H", "H", "H", "H", "H", "H", "H", "H", "H", "H"], "coordinates": [[0.674, 0.062, -0.153], [-0.524, 0.664, 1.806], [-1.091, -1.074, 2.117], [-1.709, -1.612, 0.873], [-1.045, -1.284, -0.257], [-1.458, -1.752, -1.445], [-2.630, -2.500, -1.540], [-3.330, -2.853, -0.385], [-2.850, -2.420, 0.844], [-0.555, -1.468, -2.613], [1.207, -1.264, -2.028], [-3.330, -2.672, 1.790], [-2.946, -2.821, -2.528], [-4.236, -3.447, -0.440], [-0.592, -2.299, -3.333], [-0.852, -0.541, -3.134], [-0.167, -1.753, 2.415], [-1.785, -1.073, 2.962], [1.874, -2.637, 1.871], [1.024, -2.670, 2.509], [1.366, -2.716, 3.408], [2.788, -1.736, 0.427], [2.867, -2.637, 0.867], [3.800, -2.748, 1.132], [1.672, -3.030, -1.963], [1.556, -3.489, -2.956], [2.711, -3.126, -1.626], [1.034, -3.565, -1.249], [2.046, -0.703, -3.538], [3.010, -0.269, -3.245], [2.216, -1.545, -4.224], [1.444, 0.068, -4.034], [-2.142, 1.496, 1.601], [-2.594, 1.680, 2.584], [-2.022, 2.455, 1.090], [-2.825, 0.877, 1.007], [-0.062, 1.207, 3.481], [0.260, 2.255, 3.447], [-0.927, 1.113, 4.156], [0.766, 0.590, 3.854], [2.093, 3.342, 1.513], [2.250, 2.372, -0.089], [3.362, 3.412, -1.192], [3.011, 0.704, 0.340], [0.668, 1.878, -1.014], [-0.497, 3.319, -1.420], [0.203, 4.325, -2.856], [-2.136, 2.569, -1.954], [-0.778, 4.518, 0.010], [2.953, 4.027, 1.572], [2.142, 2.682, 2.388], [1.185, 3.949, 1.589], [4.378, 3.427, -0.769], [3.433, 3.014, -2.212], [3.022, 4.456, -1.255], [2.358, -0.149, 0.707], [3.687, 0.360, -0.464], [3.621, 0.941, 1.227], [0.966, 1.416, -1.992], [0.402, 3.685, -3.727], [-0.534, 5.084, -3.160], [1.134, 4.848, -2.598], [-2.538, 1.872, -1.207], [-2.880, 3.364, -2.119], [-2.011, 2.019, -2.898], [-0.889, 4.043, 0.991], [0.042, 5.250, 0.079], [-1.703, 5.080, -0.198]], "gap_ha": [0.222, 0.252], "charge": 3, "homo_energy_ev": [-18.033, -18.036], "total_energy_ev": -84927.02434, "lumo_ev": [-11.981, -11.171], "spin_multiplicity": 2, "de_lowest_kj_mol": 0.0, "s_squared": 0.928}